{"formula": "C8H15N2", "method": "the ωB97M-V functional and the def2-TZVPD basis", "species": ["C", "N", "C", "C", "C", "C", "C", "C", "C", "N", "H", "H", "H", "H", "H", "H", "H", "H", "H", "H", "H", "H", "H", "H", "H"], "positions_angstrom": [[1.34970, 1.44492, -0.94568], [2.02152, 0.50372, -0.14534], [1.32824, -0.40403, 0.50805], [2.09391, -1.64745, 0.81489], [-0.06054, -0.37933, 0.81918], [-0.69611, 0.88196, 1.34889], [-1.94948, 1.15739, 1.05832], [-2.70502, 0.27937, 0.08644], [-1.76948, -0.70979, -0.54035], [-1.28841, -0.58821, -1.81158], [1.94336, 2.35961, -1.13119], [1.31435, 0.93524, -1.95296], [0.42630, 1.48944, -0.51604], [2.97462, 0.09707, -0.44251], [2.30989, -1.89619, 1.85317], [3.07298, -1.76484, 0.36570], [1.56980, -2.49858, 0.42911], [-0.30640, -1.27838, 1.29464], [-0.02112, 1.57184, 1.91152], [-2.42440, 1.97858, 1.48536], [-3.45626, -0.40858, 0.56441], [-3.05499, 1.07144, -0.61355], [-1.73101, -1.78326, -0.22502], [-0.94875, -1.32611, -2.36995], [-1.46215, 0.31074, -2.27007]], "forces_ev_per_a": [[2.774, -0.035, -3.643], [2.860, -2.236, 0.530], [-0.193, -1.111, 0.215], [0.632, -0.843, 0.305], [0.269, 1.811, -0.084], [1.835, -0.366, -0.102], [0.317, -1.362, 0.093], [0.487, 0.102, 0.349], [2.623, -1.770, -1.555], [-2.108, 2.271, 1.253], [-0.727, -0.203, 0.661], [-0.492, 0.883, 0.655], [-2.548, 1.227, 0.503], [-1.932, 1.530, 0.590], [-0.570, 0.498, 0.310], [0.273, 0.646, -0.467], [-0.697, -0.528, -0.158], [-0.456, -1.010, 1.152], [-0.930, -0.516, -0.265], [-0.948, 1.310, 0.503], [0.067, 1.317, -0.462], [-0.575, -1.291, -0.093], [-0.548, 1.261, -0.056], [0.327, -0.880, -0.283], [0.260, -0.705, 0.051]], "lowdin_charge": [-0.047, 0.018, -0.284, -0.006, -0.122, -0.102, -0.095, -0.122, -0.125, 0.132, 0.117, 0.117, 0.030, 0.197, 0.107, 0.085, 0.091, 0.093, 0.139, 0.095, 0.152, 0.140, 0.152, 0.107, 0.132], "gap_ev": 7.79, "smiles": "CN/C(C)=C\\C=C/CC=[NH2+]", "lumo_ha": -0.1465, "homo_energy_ev": -11.77, "charge": 1, "relative_energy_kj_mol": 246.8}